Record 1
Below is a structure of composition C21H24FeNO4 at a distorted geometry, with properties calculated with ωB97M-V with the def2-TZVPD basis set.

Positions of all 51 atoms, in Å:
1 C 3.7315 -3.6361 -0.6004
2 O 2.5729 -3.2564 -1.3418
3 C 1.7169 -2.1807 -1.0945
4 C 0.4159 -2.3673 -0.5287
5 C 0.0309 -1.3821 0.5223
6 C 0.1837 0.0915 0.0201
7 C 1.1827 0.2312 -1.0634
8 C 1.9343 -0.8282 -1.5891
9 Fe 0.4686 -2.1195 -2.7710
10 C -1.1732 -2.5938 -2.6719
11 O -2.3185 -2.7742 -2.7233
12 C 0.9268 -3.4919 -3.6994
13 O 0.8915 -4.3259 -4.5087
14 C 0.2958 -1.0889 -4.1412
15 O -0.1090 -0.4215 -4.9971
16 H 4.1561 -4.4409 -1.2081
17 H 4.4431 -2.8014 -0.5175
18 H 3.4450 -4.0333 0.3843
19 H 0.0911 -3.3992 -0.3527
20 H -1.0240 -1.5191 0.8124
21 H 0.6267 -1.5414 1.4536
22 H -0.7954 0.4134 -0.3882
23 H 1.2912 1.2183 -1.5044
24 H 2.8096 -0.6450 -2.2294
25 C -4.3854 0.1796 0.4014
26 C -3.8956 1.1496 -0.4793
27 C -2.9364 2.0636 -0.0394
28 C -2.4421 1.9595 1.2627
29 C -1.2797 2.8335 1.6463
30 C 0.0219 2.4672 0.9357
31 C 1.1570 3.2786 1.5613
32 C 2.3325 2.3457 1.8512
33 C 1.8180 0.9026 1.7842
34 N 0.4104 0.9758 1.1801
35 C -2.9999 1.0630 2.1772
36 C -3.9525 0.1473 1.7328
37 H -5.1085 -0.5555 0.0476
38 H -4.2517 1.2085 -1.5068
39 H -2.5658 2.8608 -0.6899
40 H -1.4964 3.8801 1.3730
41 H -1.1087 2.8078 2.7372
42 H -0.0470 2.5686 -0.1599
43 H 1.4099 4.1216 0.9069
44 H 0.7803 3.7138 2.5019
45 H 3.1336 2.5112 1.1182
46 H 2.7286 2.5491 2.8553
47 H 2.4670 0.2451 1.1931
48 H 1.6889 0.4747 2.7887
49 H -0.2421 0.6383 1.9053
50 H -2.6786 1.0938 3.2258
51 H -4.3518 -0.5916 2.4277

Output
Total charge: +1
Spin multiplicity: 5
E_HOMO (spin up / spin down) (eV): -8.60 / -11.59
Orbital gap (spin up / spin down) (Ha): 0.2305 / 0.2415
Molecular weight (g/mol): 410.3

Record 2
Below is a structure of composition C21H24IN5S4Sr at a distorted geometry, with properties calculated with ωB97M-V with the def2-TZVPD basis set.

Positions of all 56 atoms, in Å:
1 Sr -0.0211 0.0316 -0.0954
2 C -4.0758 -1.9476 -0.0512
3 C -3.2514 -3.2471 -0.1151
4 N -1.9392 -3.3753 0.4880
5 C -1.7568 -3.0708 1.8911
6 C -1.8435 -1.6003 2.2730
7 C -2.1722 -1.1823 3.5577
8 C -2.4470 0.1628 3.7501
9 C -2.2589 1.0618 2.7224
10 C -1.6223 0.6163 1.5727
11 C -1.4094 1.7886 0.4174
12 N -1.8153 1.4698 -1.0560
13 C -3.2636 1.5873 -1.1583
14 C -3.9949 0.4679 -0.4249
15 N -3.4982 -0.8373 -0.7738
16 N -1.6289 -0.7680 1.2819
17 H -5.0886 -2.2087 -0.4112
18 H -4.1837 -1.6296 0.9923
19 H -3.8863 -4.0297 0.3248
20 H -3.1068 -3.4865 -1.1731
21 H -1.2623 -2.8750 -0.0792
22 H -2.5012 -3.6246 2.4746
23 H -0.7651 -3.4359 2.1739
24 H -2.3047 -1.9081 4.3497
25 H -2.8326 0.5090 4.7026
26 H -2.5270 2.1054 2.8184
27 H -1.9048 2.6854 0.7851
28 H -0.3117 2.0447 0.3608
29 H -1.3812 2.2700 -1.5183
30 H -3.6206 2.5473 -0.7624
31 H -3.5070 1.5411 -2.2253
32 H -3.8284 0.5938 0.6505
33 H -5.0821 0.6098 -0.5753
34 H -3.4304 -0.9819 -1.7733
35 S 0.8740 0.9378 2.1726
36 S 0.5920 2.5247 3.6040
37 S -0.0278 4.1788 2.4500
38 S 0.9901 4.2582 0.6793
39 I -0.5479 -1.8490 -2.8696
40 C 0.9149 -0.1948 -3.3383
41 H 0.4388 0.6690 -2.8292
42 H 1.7730 -0.4787 -2.7097
43 N 6.9010 -8.1878 0.3140
44 C 6.1899 -7.2920 0.1690
45 C 5.3072 -6.1747 -0.0081
46 C 3.9378 -6.3826 -0.1984
47 C 3.0893 -5.3067 -0.3372
48 C 3.5655 -3.9802 -0.2845
49 C 4.9530 -3.7984 -0.1181
50 C 5.8075 -4.8709 0.0200
51 C 2.6741 -2.8837 -0.3609
52 C 1.8714 -1.9550 -0.3909
53 H 3.5509 -7.3930 -0.2327
54 H 2.0290 -5.4585 -0.4881
55 H 5.3359 -2.7873 -0.0930
56 H 6.8694 -4.7095 0.1559

Output
Total charge: -2
Spin multiplicity: 1
E_HOMO (eV): -1.34
ΔE to the lowest compared entry with this formula, charge and spin (eV): 4.431
Orbital gap (Ha): 0.2022
Molecular weight (g/mol): 689.2

Record 3
Below is a structure of composition C21H24LaN2OP2 at a distorted geometry, with properties calculated with ωB97M-V with the def2-TZVPD basis set.

Positions of all 51 atoms, in Å:
1 C -1.4674 3.4133 -3.6210
2 C -1.3227 2.0472 -3.4572
3 C -0.0671 1.4380 -3.7750
4 C 1.0388 2.2578 -4.2384
5 C 0.8131 3.6537 -4.4301
6 C -0.4258 4.2138 -4.1270
7 C 2.2777 1.6353 -4.4449
8 C 2.4562 0.2673 -4.2093
9 C 1.3110 -0.4937 -3.7578
10 C 1.4599 -1.8740 -3.4113
11 C 2.7048 -2.4775 -3.5561
12 C 3.8147 -1.7587 -4.0304
13 C 3.7080 -0.4078 -4.3514
14 H -2.4247 3.8695 -3.3558
15 H 1.6327 4.2589 -4.8185
16 H -0.6104 5.2773 -4.2897
17 H 3.1202 2.2284 -4.8110
18 H 2.8101 -3.5334 -3.2936
19 H 4.7688 -2.2774 -4.1552
20 H 4.5581 0.1638 -4.7176
21 N 0.1336 0.1261 -3.5412
22 La -0.0232 0.3252 0.5011
23 C -2.4558 1.2191 -2.8491
24 H -2.3615 0.1944 -3.2466
25 H -3.4398 1.6356 -3.0592
26 C 0.2754 -2.6229 -2.8321
27 H -0.6332 -2.2461 -3.3242
28 H 0.3635 -3.6949 -3.0102
29 P -2.2675 1.0287 -1.0382
30 P 0.0065 -2.2644 -1.0177
31 C 1.3161 -3.3207 -0.2927
32 H 1.2005 -3.3277 0.7974
33 H 1.2768 -4.3540 -0.6576
34 H 2.2998 -2.9035 -0.5206
35 C -1.5059 -3.2617 -0.7131
36 H -1.3898 -4.3115 -1.0197
37 H -1.7496 -3.2207 0.3565
38 H -2.3555 -2.8297 -1.2571
39 C -2.4088 2.7194 -0.3361
40 H -3.3325 3.2115 -0.6718
41 H -2.4048 2.6800 0.7681
42 H -1.5453 3.3347 -0.6334
43 C -3.7389 0.1376 -0.4476
44 H -3.6735 0.0036 0.6434
45 H -4.6637 0.6722 -0.7079
46 H -3.7535 -0.8757 -0.8790
47 C 2.3378 -0.2864 1.0014
48 O 3.4239 -0.2953 1.3979
49 H 1.0691 0.8092 -1.1208
50 N -2.2848 -1.3672 2.8507
51 C -1.6306 -0.9996 1.9496

Output
Total charge: +1
Spin multiplicity: 1
E_HOMO (eV): -10.50
ΔE to the lowest compared entry with this formula, charge and spin (eV): 3.116
Orbital gap (Ha): 0.2209
Molecular weight (g/mol): 521.3

Record 4
Below is the molecule C21H24N2O2S at a distorted geometry, with properties calculated with ωB97M-V with the def2-TZVPD basis set.

Positions of all 50 atoms, in Å:
1 O -1.7120 -0.0919 -1.8152
2 O 4.5555 -2.4788 -0.3870
3 S 2.4648 -0.0599 -2.7745
4 C -0.4603 0.0714 -1.8237
5 C 1.0194 3.7422 -3.5869
6 C -0.1679 3.6938 -2.8756
7 C 1.8743 2.6174 -3.3152
8 C -0.6990 2.4623 -2.4173
9 C 0.5578 -3.1747 0.0590
10 C 1.8507 -3.4472 -0.4171
11 C 1.4131 1.3804 -2.8475
12 C 1.6743 -1.2965 -1.7541
13 C 0.1181 1.2780 -2.3704
14 C 0.3419 -1.1427 -1.2969
15 C -0.1667 -1.9932 -0.3179
16 C 2.4288 -2.4384 -1.3267
17 N -1.5042 -1.8952 0.0967
18 N -1.3496 -0.2704 2.2219
19 C 3.8848 -2.6528 -1.6456
20 C -1.9405 -2.4925 1.4506
21 C -1.1586 -1.7418 2.4551
22 C -0.1432 0.5730 2.3791
23 C -2.6389 0.3369 2.5317
24 C -0.4020 1.9753 1.7464
25 C -2.8461 1.7411 2.0695
26 C -1.6243 2.6391 2.1446
27 H 5.5260 -2.5817 -0.3351
28 H 1.4672 4.5986 -4.0831
29 H -0.7199 4.5925 -2.7900
30 H 2.8772 2.8324 -3.6784
31 H -1.6977 2.3573 -1.9603
32 H 0.2859 -3.9263 0.7270
33 H 2.4326 -4.3442 -0.1051
34 H -1.9870 -0.9998 -0.2571
35 H 4.3124 -1.9720 -2.4318
36 H 4.0496 -3.6532 -1.9971
37 H -1.6731 -3.6135 1.5262
38 H -2.9454 -2.2574 1.5292
39 H -1.4617 -1.9834 3.4723
40 H -0.1645 -2.0240 2.2980
41 H 0.0963 0.5439 3.4270
42 H 0.6330 0.1579 1.8385
43 H -2.7274 0.2666 3.5588
44 H -3.3773 -0.3096 2.1333
45 H -0.4800 1.9192 0.6284
46 H 0.4287 2.6509 1.8961
47 H -3.6798 2.0974 2.6096
48 H -3.2384 1.8166 1.0714
49 H -1.7945 3.5715 1.5692
50 H -1.5326 2.9256 3.1702

Output
Spin multiplicity: 1
E_HOMO (eV): -7.32
ΔE to the lowest compared entry with this formula, charge and spin (eV): 4.506
Orbital gap (Ha): 0.2592
Molecular weight (g/mol): 368.5

- spin multiplicity of number 4 (C21H24N2O2S)?
  1

- Which formula does entry 1 have?
  C21H24FeNO4

What did the third record say?
Below is a structure of composition C21H24LaN2OP2 at a distorted geometry, with properties calculated with ωB97M-V with the def2-TZVPD basis set.

Positions of all 51 atoms, in Å:
1 C -1.4674 3.4133 -3.6210
2 C -1.3227 2.0472 -3.4572
3 C -0.0671 1.4380 -3.7750
4 C 1.0388 2.2578 -4.2384
5 C 0.8131 3.6537 -4.4301
6 C -0.4258 4.2138 -4.1270
7 C 2.2777 1.6353 -4.4449
8 C 2.4562 0.2673 -4.2093
9 C 1.3110 -0.4937 -3.7578
10 C 1.4599 -1.8740 -3.4113
11 C 2.7048 -2.4775 -3.5561
12 C 3.8147 -1.7587 -4.0304
13 C 3.7080 -0.4078 -4.3514
14 H -2.4247 3.8695 -3.3558
15 H 1.6327 4.2589 -4.8185
16 H -0.6104 5.2773 -4.2897
17 H 3.1202 2.2284 -4.8110
18 H 2.8101 -3.5334 -3.2936
19 H 4.7688 -2.2774 -4.1552
20 H 4.5581 0.1638 -4.7176
21 N 0.1336 0.1261 -3.5412
22 La -0.0232 0.3252 0.5011
23 C -2.4558 1.2191 -2.8491
24 H -2.3615 0.1944 -3.2466
25 H -3.4398 1.6356 -3.0592
26 C 0.2754 -2.6229 -2.8321
27 H -0.6332 -2.2461 -3.3242
28 H 0.3635 -3.6949 -3.0102
29 P -2.2675 1.0287 -1.0382
30 P 0.0065 -2.2644 -1.0177
31 C 1.3161 -3.3207 -0.2927
32 H 1.2005 -3.3277 0.7974
33 H 1.2768 -4.3540 -0.6576
34 H 2.2998 -2.9035 -0.5206
35 C -1.5059 -3.2617 -0.7131
36 H -1.3898 -4.3115 -1.0197
37 H -1.7496 -3.2207 0.3565
38 H -2.3555 -2.8297 -1.2571
39 C -2.4088 2.7194 -0.3361
40 H -3.3325 3.2115 -0.6718
41 H -2.4048 2.6800 0.7681
42 H -1.5453 3.3347 -0.6334
43 C -3.7389 0.1376 -0.4476
44 H -3.6735 0.0036 0.6434
45 H -4.6637 0.6722 -0.7079
46 H -3.7535 -0.8757 -0.8790
47 C 2.3378 -0.2864 1.0014
48 O 3.4239 -0.2953 1.3979
49 H 1.0691 0.8092 -1.1208
50 N -2.2848 -1.3672 2.8507
51 C -1.6306 -0.9996 1.9496

Output
Total charge: +1
Spin multiplicity: 1
E_HOMO (eV): -10.50
ΔE to the lowest compared entry with this formula, charge and spin (eV): 3.116
Orbital gap (Ha): 0.2209
Molecular weight (g/mol): 521.3